Record 1
Density functional theory data (ωB97M-V/def2-TZVPD) for a cluster of 2 separate species, C16H33BrF5N2SSi in total at a distorted geometry.

Each line ends with the natural charge from an NBO analysis.
Cartesian coordinates (Å):
H: -3.38862 3.15856 -0.92670  0.233
H: -0.78209 0.61164 -0.81712  0.242
H: -7.49599 0.77488 -3.11790  0.234
H: 6.79741 0.26736 1.51700  0.238
Br: 4.40063 1.23913 3.26474  -0.322
N: -3.40862 1.50456 -2.26001  -0.218
H: -6.90983 -1.50057 -2.20191  0.232
H: 9.07393 0.05657 1.24637  0.170
C: 1.31355 -1.85942 2.21246  -0.472
H: -6.34594 0.82498 -1.81769  0.186
H: -6.69085 -1.34839 -3.94853  0.225
C: -6.32510 -1.00470 -2.97946  -0.619
C: -5.52235 1.28799 -3.77052  -0.432
C: 3.96688 -2.19568 2.53746  -0.928
H: -2.32267 -1.17752 -0.52831  0.257
H: 8.88429 1.10639 2.77162  0.207
H: -1.61155 1.62049 -3.46969  0.231
H: 10.01753 -0.35742 2.77083  0.210
S: 5.90267 -1.44997 5.10175  -0.448
H: -3.74991 3.56332 -2.63274  0.232
C: -1.30464 0.32579 -1.73069  -0.441
H: -2.74385 -1.20155 -2.23861  0.215
F: 1.50137 -0.14111 3.96878  -0.308
F: -1.09103 0.31436 1.39562  -0.332
H: 6.74184 -1.58412 1.13746  0.213
F: 1.02678 0.86712 0.92388  -0.317
H: 3.58511 -2.85648 3.39323  0.258
H: 2.80450 -2.17117 0.60913  0.219
C: -6.46784 0.50841 -2.85779  -0.407
H: -3.45498 0.97261 -0.19972  0.229
F: -0.50229 -1.08949 3.59629  -0.340
C: 6.76838 -0.79273 1.95084  -0.699
C: 0.16316 0.55222 1.96576  0.925
H: 5.21578 -0.60653 5.97660  0.192
H: 0.56950 -2.29893 1.46209  0.234
N: 7.97225 -0.90498 2.85949  -0.635
C: -3.59687 0.46409 -1.15797  -0.218
Si: 5.22066 -0.88007 3.13266  1.378
C: 2.77404 -1.62154 1.61457  -0.419
H: -1.51055 2.47426 -1.91518  0.232
C: 9.01544 0.04921 2.38820  -0.425
H: -3.71413 0.06115 -3.80219  0.228
H: -4.58959 0.03077 -1.18942  0.245
H: 3.02885 -0.54284 1.38425  0.230
C: -4.01428 1.09117 -3.60367  -0.210
H: -5.28903 -1.33758 -2.87484  0.184
H: -4.98748 2.76822 -1.59919  0.234
H: -3.52757 1.72074 -4.35325  0.227
H: 4.55618 -2.91496 1.86134  0.249
C: -3.92543 2.85261 -1.82471  -0.404
H: 8.28434 -1.87543 2.74517  0.358
C: 0.66703 -0.60815 2.93082  0.630
C: -1.86631 1.57034 -2.41152  -0.205
H: -0.58403 -0.19535 -2.36345  0.241
F: 0.07586 1.71812 2.75528  -0.313
H: 1.41998 -2.66469 3.02124  0.254
H: -5.76356 2.35299 -3.69814  0.219
H: -5.76241 1.01589 -4.80490  0.244
C: -2.49855 -0.54457 -1.39911  -0.424

- HOMO energy (Ha) = -0.376
- F_max (eV/A) = 2.9
- E_LUMO (eV) = -2.297
- HOMO-LUMO gap (eV) = 7.9
- charge = +1

=====

Record 2
Density functional theory data (ωB97M-V/def2-TZVPD) for a cluster of 2 separate species, C16H33N5O in total at a distorted geometry.

Each line ends with the natural charge from an NBO analysis.
Cartesian coordinates (Å):
C: -4.47027 2.77063 3.89203  -0.603
H: 3.12466 -0.36544 -0.04047  0.194
H: 1.69025 -4.41576 -3.07141  0.194
H: 0.36333 -4.40828 0.43851  0.223
H: 4.44792 -4.52973 -2.87748  0.195
H: 2.89416 -0.02772 -3.10689  0.181
H: -0.10370 0.39131 0.44514  0.475
N: -2.14219 3.96022 0.55051  -0.147
H: 0.70178 1.60631 1.49103  0.414
C: -0.81343 2.29459 0.31026  0.572
H: -2.62088 4.39219 3.22600  0.198
N: -1.32567 3.17218 1.26637  -0.387
H: 4.27921 -1.69542 -0.09960  0.201
C: 3.51729 -4.36881 -0.93138  -0.400
H: 0.23518 -4.51175 -2.08198  0.227
H: 1.88934 -4.02185 1.24379  0.202
C: 3.68301 -2.53359 -2.69855  -0.397
H: 3.64167 -5.45651 -0.92594  0.197
H: -2.24888 5.90774 1.25672  0.220
C: 2.02261 -3.99816 -0.93000  0.114
C: 3.71825 -0.98890 -0.71402  -0.601
C: 1.44595 -4.53544 0.38697  -0.594
C: -4.90854 2.84280 1.40861  -0.622
H: -4.94199 3.20341 4.80229  0.222
H: -5.69079 2.06631 1.57203  0.236
H: 1.54428 0.05971 -1.98702  0.210
H: 1.65605 -5.60525 0.49607  0.180
N: -1.25746 2.55063 -0.93517  -0.428
H: -4.89269 1.78100 3.62346  0.222
C: -3.47273 4.72087 2.58547  -0.415
C: -4.71462 3.75939 2.65903  -0.228
C: -2.11466 3.62013 -0.74869  0.252
H: 3.96575 -4.02430 0.00647  0.197
H: -2.71023 4.12296 -1.52360  0.246
H: 1.43420 -5.79648 -2.01015  0.185
H: -3.74052 5.39894 0.45301  0.243
C: 4.32376 -3.77913 -2.09084  -0.406
N: 1.90946 -2.54577 -0.92905  -0.219
H: 4.47185 -1.90287 -3.12561  0.193
H: 1.49061 -1.06855 -3.34993  0.214
H: 3.07490 -2.84408 -3.55335  0.198
C: -2.95242 5.04020 1.14945  -0.231
H: -5.13747 3.38067 0.46446  0.204
H: -3.38316 2.61320 4.06748  0.191
H: 4.44678 -0.33559 -1.21348  0.172
H: -3.79559 5.69752 3.02200  0.244
H: -5.67246 4.27897 2.88381  0.216
H: -1.11874 3.19503 2.25642  0.451
N: 0.02246 1.35814 0.78493  -0.819
O: 0.59728 -2.10438 -0.90189  -0.848
C: 2.81253 -1.70811 -1.73397  0.106
H: 5.33429 -3.54718 -1.74119  0.193
C: 2.13868 -0.62876 -2.58917  -0.596
C: 1.30823 -4.71083 -2.09180  -0.638
H: -3.95666 2.27357 1.26032  0.197

- HOMO energy (Ha) = -0.124
- F_max (eV/A) = 3.0
- E_LUMO (eV) = -1.032
- HOMO-LUMO gap (eV) = 2.3

=====

Record 3
Density functional theory data (ωB97M-V/def2-TZVPD) for a cluster of 6 separate species, C16H33NO17 in total at a distorted geometry.

Each line ends with the natural charge from an NBO analysis.
Cartesian coordinates (Å):
C: -1.59000 -6.87461 0.73511  0.978
H: 2.12921 5.74854 -3.09636  0.194
O: -6.23147 2.58069 4.36412  -0.488
C: 5.94949 -1.93677 -11.87444  -0.265
H: 1.84839 3.28138 -7.74505  0.187
C: 2.81985 -0.11502 2.04052  -0.483
H: -4.38961 2.53932 5.54702  0.212
H: -2.70653 -8.59373 2.32607  0.195
H: 3.38438 -0.01380 2.96743  0.243
H: -4.69741 1.25737 4.37488  0.195
C: -1.00528 1.97251 9.65004  -0.249
H: 2.85002 -2.09697 8.75753  0.204
O: 1.34859 -0.59932 9.13009  -0.509
H: 2.64171 -1.13424 1.69767  0.227
H: -1.81265 1.37863 9.22163  0.185
O: 0.06317 1.04830 9.78513  -0.509
O: 0.79454 1.03752 7.58071  -0.644
O: 5.90868 -1.81862 -8.90836  -0.602
C: -4.86411 2.31237 4.59232  -0.263
H: -8.93677 5.52523 4.88646  0.196
C: -6.87558 3.53479 5.01649  0.988
H: 5.60212 -1.25167 -12.64780  0.195
H: 0.06414 3.61505 -7.61626  0.200
H: 1.85699 0.38371 2.15129  0.238
O: -1.92904 -7.81046 0.03072  -0.637
H: 6.79341 -1.30596 -11.59521  0.204
H: 1.62020 -1.87622 7.47467  0.194
C: 4.96756 -2.12563 -9.56974  1.001
O: -8.12054 3.66016 4.51272  -0.514
N: 3.54953 0.47433 0.85956  0.520
H: 2.97190 -0.73705 7.87641  0.192
H: 2.63778 -3.13381 -7.29532  0.211
H: -4.28526 2.76848 3.78921  0.186
C: -3.01430 -7.55515 2.44738  -0.258
H: -3.16312 -7.40064 3.51606  0.191
H: 0.69519 -6.66898 -0.84637  0.199
H: 1.75218 7.44160 -3.50170  0.203
H: 0.56354 6.34115 -3.44883  0.194
O: -0.80344 -5.85823 0.49958  -0.486
H: -0.78473 -6.06634 -1.59378  0.200
O: 3.82808 -0.21386 -0.12013  -0.365
O: 4.83648 -2.11953 -10.96924  -0.525
C: 1.04592 4.00594 -7.88349  -0.250
O: -2.01074 -6.65492 2.02142  -0.506
H: -9.24778 4.35323 6.21170  0.200
H: -10.07321 4.08655 4.70104  0.200
C: 3.52391 -2.64589 -7.70130  -0.288
C: -9.15625 4.48659 5.13377  -0.245
C: 2.18686 -1.38524 8.26584  -0.258
C: 0.81442 0.59376 8.74563  0.993
O: 1.74433 6.09026 -5.15887  -0.495
O: 3.71306 -2.49625 -9.10222  -0.509
O: 0.33798 4.23753 -5.13020  -0.642
O: 3.86226 1.66632 0.98453  -0.380
C: 1.06641 5.06745 -5.71893  0.990
H: -3.92647 -7.29151 1.91209  0.186
H: -1.26082 2.33845 10.64447  0.202
H: 6.18266 -2.93569 -12.24309  0.196
H: -0.88529 2.82327 8.97929  0.199
H: 1.00939 4.36436 -8.91223  0.196
C: 1.59750 6.40146 -3.78852  -0.269
H: 4.32131 -3.25924 -7.28170  0.186
H: 3.80668 -1.82627 -7.04073  0.197
C: -0.07609 -5.90144 -0.78216  -0.265
O: -6.50361 4.08402 6.08251  -0.664
O: 1.37533 5.08158 -7.05149  -0.506
H: 0.28498 -4.87860 -0.88958  0.201

- HOMO energy (Ha) = -0.389
- structure (SMILES) = C[N+](=O)[O-].COC(=O)OC.COC(=O)OC.COC(=O)OC.COC(=O)OC.COC(=O)OC
- relative energy (zero: lowest compared OMol25 entry of this formula, charge and spin) (kcal per mole) = 68.8
- F_max (eV/A) = 4.5
- E_LUMO (eV) = 0.117
- HOMO-LUMO gap (eV) = 10.7